1.
The following is a quantum chemistry calculation of a cluster of 5 separate species, C26H66N5OP in total, from the Open Molecules 2025 dataset.

```
99
Properties=species:S:1:pos:R:3:lowdin_charge:R:1
C 2.29846 -3.84412 3.98893 0.079
C 1.21985 -3.31659 4.05023 -0.239
P -0.38170 -2.56325 4.14881 0.647
N 0.37571 -0.94346 4.24656 -0.208
O -1.14926 -4.08598 4.09760 -0.360
H 3.27398 -4.22632 3.79892 0.029
H -1.00894 -2.38742 5.37691 0.043
H -1.03111 -2.19971 2.95346 0.024
H -0.03472 -0.30210 3.57560 -0.009
H 1.36460 -0.99761 4.02844 -0.004
H -1.22316 -4.40666 3.19151 0.025
C 0.48212 -1.04066 0.58150 -0.089
C 0.37239 -1.51938 -0.85553 -0.266
N -0.42791 -2.72323 -0.99882 -0.191
C -0.28940 -3.33886 -2.30650 -0.239
C -0.81214 -2.57065 -3.52588 -0.090
C -1.77304 -2.65886 -0.45447 -0.241
C -2.69943 -1.55073 -0.96934 -0.080
H 0.85249 -1.83953 1.22769 0.069
H 1.17979 -0.20359 0.63980 0.054
H -0.47655 -0.69388 0.97368 0.062
H 1.37601 -1.76240 -1.21800 0.104
H 0.01465 -0.68518 -1.48074 0.107
H -0.75860 -4.32605 -2.27462 0.114
H 0.78039 -3.52102 -2.44943 0.095
H -1.89600 -2.62309 -3.62626 0.058
H -0.39036 -3.00987 -4.43286 0.070
H -0.51452 -1.52204 -3.50313 0.060
H -1.69298 -2.55787 0.63193 0.081
H -2.24116 -3.63263 -0.61960 0.117
H -2.19092 -0.58625 -1.02008 0.067
H -3.54826 -1.43570 -0.29136 0.067
H -3.10156 -1.77383 -1.95712 0.058
C -6.73648 -0.29670 -1.54150 -0.089
C -7.35441 0.53083 -0.42569 -0.276
N -6.39022 0.94188 0.57981 -0.201
C -7.00194 1.46514 1.78940 -0.251
C -7.80953 2.76455 1.68797 -0.086
C -5.23759 1.67237 0.08096 -0.249
C -5.48797 2.96639 -0.70570 -0.079
H -6.20999 -1.16219 -1.13634 0.072
H -7.51993 -0.65426 -2.21101 0.073
H -6.03386 0.28136 -2.14312 0.065
H -8.10777 -0.07630 0.08386 0.117
H -7.89542 1.37990 -0.87336 0.101
H -6.21069 1.59335 2.53330 0.111
H -7.65745 0.68088 2.18022 0.109
H -7.16949 3.63802 1.56979 0.055
H -8.38924 2.90678 2.60196 0.070
H -8.51316 2.74189 0.85489 0.066
H -4.65400 0.99792 -0.55093 0.086
H -4.59214 1.89041 0.93621 0.114
H -6.28761 2.84604 -1.43817 0.066
H -4.58473 3.24450 -1.25223 0.071
H -5.74731 3.80260 -0.05814 0.054
C 7.16931 -1.71338 -4.32745 -0.092
C 5.66773 -1.63927 -4.55757 -0.276
N 4.89668 -2.26750 -3.49925 -0.199
C 3.49861 -2.46447 -3.83756 -0.247
C 2.63282 -1.22119 -4.06990 -0.077
C 5.16007 -1.78795 -2.15185 -0.244
C 4.95735 -0.29365 -1.86511 -0.079
H 7.48496 -2.74546 -4.16933 0.080
H 7.69476 -1.32223 -5.19951 0.072
H 7.48348 -1.12221 -3.46657 0.064
H 5.42904 -2.17165 -5.48259 0.117
H 5.38741 -0.58713 -4.72736 0.102
H 3.05116 -3.06885 -3.04258 0.097
H 3.46494 -3.08396 -4.73946 0.112
H 2.40750 -0.70282 -3.13816 0.046
H 1.68039 -1.51196 -4.51568 0.055
H 3.10787 -0.51152 -4.74838 0.070
H 6.18958 -2.04961 -1.89719 0.101
H 4.53579 -2.37434 -1.47205 0.112
H 5.39245 0.33089 -2.64700 0.068
H 5.44770 -0.02951 -0.92589 0.068
H 3.90520 -0.02743 -1.76928 0.049
C 3.53466 1.19545 2.03311 -0.086
C 3.60003 2.65937 2.44167 -0.269
N 2.52148 3.45428 1.88005 -0.200
C 2.72236 4.88620 2.01562 -0.251
C 2.73966 5.48095 3.42869 -0.085
C 1.17873 2.96843 2.15049 -0.241
C 0.75283 2.80186 3.61544 -0.080
H 3.49640 1.09888 0.94631 0.069
H 4.42042 0.67080 2.39419 0.076
H 2.66369 0.69078 2.45465 0.045
H 4.53636 3.08492 2.06986 0.118
H 3.65042 2.71631 3.54075 0.103
H 1.94950 5.38718 1.42603 0.111
H 3.67332 5.12326 1.52850 0.109
H 1.74419 5.52110 3.86927 0.055
H 3.12141 6.50304 3.39129 0.069
H 3.38658 4.91460 4.09976 0.066
H 1.06947 2.00132 1.65228 0.083
H 0.47812 3.63442 1.63999 0.115
H 1.53084 2.32819 4.21564 0.068
H -0.12806 2.15851 3.66659 0.060
H 0.48793 3.74785 4.08541 0.056
```

Lowest unoccupied orbital energy (eV): 0.523
Structure (SMILES): C#C[PH2](N)O.CCN(CC)CC.CCN(CC)CC.CCN(CC)CC.CCN(CC)CC
HOMO level (eV): -8.18
Frontier orbital gap (eV): 8.70
Total charge: 0

2.
The following is a quantum chemistry calculation of a structure of composition C33H31F9GeNOPtS2Si in a non-equilibrium geometry, from the Open Molecules 2025 dataset.

```
80
Properties=species:S:1:pos:R:3:mulliken_spin:R:1
Pt -0.44000 0.57795 -0.86686 0.548
C -1.47612 3.11719 1.37854 0.059
Si -0.18368 2.39281 0.28010 -0.027
C 1.29608 3.48435 0.02670 -0.005
C 0.14957 1.00995 3.59189 -0.020
C -0.82961 0.06084 3.30620 0.054
C -2.10798 0.20464 3.82975 -0.017
C -2.41601 1.28281 4.64450 0.000
C -1.44024 2.22796 4.93020 0.003
C -0.16477 2.09718 4.40472 0.000
H -2.02806 2.34945 1.91870 -0.002
H -2.18779 3.68305 0.77006 -0.002
H -0.99932 3.80828 2.07538 0.002
H 1.85100 3.49901 0.97165 -0.001
H 1.00031 4.51730 -0.17093 0.000
H 1.95246 3.13427 -0.76749 0.001
H -0.61825 -0.80691 2.69551 0.008
H -2.85763 -0.54279 3.60581 -0.001
H -3.41082 1.38840 5.05498 0.000
H -1.66783 3.06933 5.57070 0.000
H 0.57400 2.85133 4.64329 0.000
C 3.15083 0.02276 4.76557 -0.001
C 3.04958 -1.23727 4.14509 0.001
C 2.38343 -1.43894 2.93531 0.001
C 1.71680 -0.41221 2.31176 -0.012
C 1.61255 0.87413 3.02422 0.016
C 2.49893 1.06363 4.19362 0.001
Ge 1.14139 -0.76421 0.40932 0.025
C 0.12442 -2.42136 0.40497 -0.051
C 0.77553 -3.64900 0.56183 0.001
C 0.05580 -4.83401 0.55027 0.000
C -1.32099 -4.81042 0.36979 0.001
C -1.97790 -3.59964 0.20808 0.016
C -1.25903 -2.41368 0.22639 0.024
C 2.94022 -0.73548 -0.32712 -0.003
C 3.54385 -1.86851 -0.86589 -0.004
C 4.86604 -1.82097 -1.29112 0.000
C 5.58846 -0.64165 -1.18749 0.000
C 4.98812 0.49819 -0.66659 0.001
C 3.67114 0.44899 -0.24124 -0.004
H 3.74209 0.14316 5.66157 0.000
H 3.54820 -2.08074 4.61023 0.000
H 2.43194 -2.42192 2.48454 0.000
H 1.74733 1.69485 2.30932 -0.002
H 2.58498 2.05634 4.61568 0.000
H 1.85050 -3.69749 0.68941 0.000
H 0.57020 -5.77706 0.67895 0.000
H -1.88010 -5.73631 0.35856 0.000
H -3.05083 -3.57726 0.06911 0.001
H -1.79891 -1.47889 0.10636 -0.012
H 2.98699 -2.79109 -0.97891 0.000
H 5.32888 -2.70432 -1.71063 0.000
H 6.61708 -0.60626 -1.51992 0.000
H 5.54684 1.42272 -0.60349 0.000
H 3.20805 1.35124 0.15068 0.001
S 1.03137 0.83022 -2.74065 0.286
C 0.22864 -0.19463 -3.86446 0.010
N -0.14907 0.18589 -5.05411 0.027
C -0.68885 -0.84661 -5.94367 -0.003
C -1.08491 -2.01790 -5.04026 0.001
S -0.05241 -1.85496 -3.54234 0.022
H -0.07620 1.15606 -5.32986 -0.001
H 0.07369 -1.12896 -6.67087 0.002
H -1.55258 -0.44612 -6.47015 0.001
H -0.87045 -2.97518 -5.50678 0.001
H -2.12949 -1.97612 -4.74428 0.000
F -4.89009 0.06847 -0.93926 0.001
C -4.02083 1.07540 -0.99448 -0.005
F -4.68690 2.21462 -0.82177 -0.001
F -3.19155 0.93161 0.06804 -0.003
C -3.17633 1.05536 -2.32433 0.035
O -2.00033 0.39448 -2.19353 0.043
C -3.99200 0.32921 -3.43571 0.006
F -4.01130 -0.98858 -3.20767 0.001
F -3.39696 0.51106 -4.63153 0.001
F -5.23957 0.77256 -3.52502 0.001
C -2.87738 2.52009 -2.77466 -0.016
F -3.93573 3.18622 -3.20331 0.000
F -1.94392 2.53503 -3.73090 -0.001
F -2.34459 3.19908 -1.72009 -0.006
```

Lowest unoccupied orbital energy (spin up / spin down) (eV): -7.529 / -7.534
Spin multiplicity: 2
HOMO level (spin up / spin down) (eV): -13.61 / -14.08
Frontier orbital gap (spin up / spin down) (eV): 6.08 / 6.55
Energy relative to the best compared isomer or geometry (same formula, charge and spin) (kcal/mol): 1.2
Total charge: +2

3.
The following is a quantum chemistry calculation of an isolated molecule of CH4N4 in a non-equilibrium geometry, from the Open Molecules 2025 dataset.

```
9
Properties=species:S:1:pos:R:3:lowdin_charge:R:1
C 1.08937 -0.54299 -0.10079 -0.063
N 0.17777 -1.35750 0.35188 -0.084
N -1.01717 -1.03289 0.30609 -0.006
N -0.22347 1.11886 -0.37051 -0.009
N -1.22848 0.22773 -0.06492 -0.170
H 2.02594 -0.24872 0.54458 0.111
H 1.41751 -0.64145 -1.11378 0.065
H -0.13910 1.89499 0.36805 0.067
H -2.10238 0.58197 0.07939 0.089
```

Lowest unoccupied orbital energy (spin up / spin down) (eV): 0.804 / 0.804
HOMO level (spin up / spin down) (eV): -8.39 / -8.39
Frontier orbital gap (spin up / spin down) (eV): 9.19 / 9.19
Energy relative to the best compared isomer or geometry (same formula, charge and spin) (kcal/mol): 133.4
Total charge: 0

4.
The following is a quantum chemistry calculation of a cluster of 2 separate species, C4H9O2 in total in a non-equilibrium geometry, from the Open Molecules 2025 dataset.

```
15
Properties=species:S:1:pos:R:3:lowdin_charge:R:1
C 1.76958 0.83420 -1.44645 -0.061
C 1.69337 2.09360 -0.57474 -0.804
O 0.76555 2.24025 0.25665 -0.111
O 2.70128 2.85206 -0.67567 -0.138
H 1.26753 0.01616 -0.93595 0.035
H 2.77292 0.69418 -1.84670 0.051
H 1.25704 1.07001 -2.39182 0.057
C -1.19314 -0.62449 0.58870 -0.167
C -1.84494 -1.85524 1.26037 -0.181
H -1.18465 -0.72724 -0.48983 0.056
H -1.72485 0.27777 0.89478 0.064
H -0.20013 -0.41487 0.97822 0.053
H -1.82402 -2.73717 0.62117 0.048
H -2.89572 -1.73032 1.52938 0.045
H -1.35982 -1.98889 2.23187 0.053
```

Lowest unoccupied orbital energy (eV): 3.632
HOMO level (eV): -3.58
Frontier orbital gap (eV): 7.21
Energy relative to the best compared isomer or geometry (same formula, charge and spin) (kcal/mol): 11.2
Total charge: -1

5.
The following is a quantum chemistry calculation of an isolated molecule of C17H15N3O3, from the Open Molecules 2025 dataset.

```
38
Properties=species:S:1:pos:R:3:lowdin_charge:R:1
C -3.47904 -2.87527 -0.77044 -0.072
H -3.14921 -2.81943 -1.81215 0.100
O -3.83564 -1.60873 -0.27059 -0.107
C -2.89847 -0.61645 -0.24539 -0.182
C -1.58004 -0.80557 -0.65143 0.001
C -0.64501 0.20773 -0.61010 -0.008
C -1.00330 1.47755 -0.15742 -0.200
C -2.32807 1.67011 0.24422 0.055
C -3.28066 0.66246 0.21514 -0.187
O -4.50575 1.05060 0.65898 -0.063
C -5.62324 0.19106 0.61045 -0.071
H -6.45392 0.79075 0.98215 0.095
H -5.83895 -0.13479 -0.40901 0.097
H -5.49120 -0.68321 1.25077 0.094
H -2.65453 2.63565 0.59905 0.130
C -0.10530 2.60456 -0.07567 0.038
C 1.22092 2.65263 -0.31447 -0.153
C 1.93272 3.85267 -0.12815 -0.200
N 2.54162 4.80899 0.05372 0.170
C 2.10841 1.52401 -0.78213 -0.462
O 2.26569 1.24469 -1.94524 0.107
N 2.72288 0.91463 0.27467 0.149
C 3.62448 -0.15176 0.25522 -0.196
C 4.16970 -0.58318 1.46347 -0.016
C 5.05579 -1.64396 1.45986 -0.063
C 5.36196 -2.24064 0.24505 -0.159
N 4.84718 -1.83771 -0.90267 0.064
C 4.00540 -0.82372 -0.90937 -0.075
H 3.62028 -0.53011 -1.87400 0.105
H 6.04685 -3.07529 0.18544 0.102
H 5.49660 -1.99800 2.37871 0.102
H 3.90042 -0.08819 2.38731 0.113
H 2.52598 1.28787 1.19526 0.156
H -0.57356 3.53053 0.24037 0.131
H 0.35280 -0.00118 -0.95419 0.102
H -1.26759 -1.77186 -1.01253 0.108
H -4.38733 -3.47329 -0.71204 0.097
H -2.69890 -3.34414 -0.16288 0.099
```

Lowest unoccupied orbital energy (eV): -0.291
Structure (SMILES): COc1ccc(/C=C(/C#N)C(=O)Nc2cccnc2)cc1OC
HOMO level (eV): -8.41
Frontier orbital gap (eV): 8.12
Energy relative to the best compared isomer or geometry (same formula, charge and spin) (kcal/mol): 79.7
Total charge: 0

6.
The following is a quantum chemistry calculation of a structure of composition C28H38N5O6SSn, from the Open Molecules 2025 dataset.

```
79
Properties=species:S:1:pos:R:3:lowdin_charge:R:1
Sn 0.04273 0.12679 0.90144 1.533
C -4.55251 -5.08543 -2.98038 -0.006
C -3.90528 -4.22976 -1.94792 -0.186
C -3.59697 -4.73960 -0.66874 0.044
C -2.99965 -3.95138 0.27483 -0.110
C -2.86866 -4.44064 1.65728 0.077
N -1.77702 -4.70265 2.26410 0.146
C -0.38669 -4.57028 1.77990 -0.105
C -0.07393 -5.38412 0.52384 -0.123
C 1.36667 -5.15327 0.07422 -0.103
N 1.52967 -3.86002 -0.59676 0.111
C 2.38168 -3.62622 -1.52846 0.049
C 2.64564 -2.32849 -2.09845 -0.084
C 3.73287 -2.20153 -2.92356 0.083
C 4.12039 -0.94725 -3.44917 -0.161
C 5.31830 -0.80657 -4.31420 0.001
C 3.33832 0.18269 -3.11466 0.069
C 2.25002 0.12191 -2.28630 -0.057
C 1.48761 1.35902 -2.05983 -0.059
N 0.70841 1.58160 -1.08640 -0.032
C -0.03267 2.84484 -1.08668 -0.197
C -1.54335 2.60328 -0.98315 -0.172
C -2.07491 1.52644 -1.92653 -0.197
N -2.00424 0.18605 -1.33420 0.034
C -2.91725 -0.61494 -1.68331 -0.091
C -3.03778 -2.03699 -1.29014 -0.060
C -3.63785 -2.86977 -2.20125 0.043
C -2.66936 -2.54918 0.02796 -0.299
O -2.20062 -1.84799 0.93915 0.010
C 1.82782 -1.16518 -1.75062 -0.272
O 0.80104 -1.30031 -1.06205 -0.069
H -4.76599 -6.08553 -2.61219 0.093
H -3.91361 -5.16779 -3.86322 0.109
H -5.48721 -4.63057 -3.31616 0.112
H -3.86884 -5.76380 -0.43770 0.145
H -3.77251 -4.57252 2.24947 0.180
H -1.86692 -4.97613 3.23914 0.189
H 0.23099 -4.93987 2.59698 0.148
H -0.17993 -3.50515 1.67619 0.097
H -0.75842 -5.15921 -0.29432 0.113
H -0.17717 -6.44678 0.74873 0.138
H 1.67629 -5.93383 -0.61873 0.143
H 2.05107 -5.17267 0.92621 0.150
H 1.03795 -3.04298 -0.22246 0.115
H 2.96910 -4.46751 -1.88673 0.169
H 4.32974 -3.07283 -3.16824 0.146
H 5.72499 -1.76761 -4.61780 0.097
H 6.09818 -0.25901 -3.77421 0.120
H 5.08759 -0.21576 -5.20294 0.111
H 3.62324 1.13947 -3.53910 0.148
H 1.63696 2.12348 -2.82897 0.148
H 0.20184 3.41938 -1.98732 0.127
H 0.30028 3.43110 -0.22717 0.111
H -2.03759 3.54942 -1.20488 0.129
H -1.83021 2.34995 0.04125 0.094
H -1.47891 1.50521 -2.84504 0.131
H -3.10026 1.76455 -2.22316 0.125
H -3.70772 -0.29998 -2.37544 0.142
H -3.94412 -2.45991 -3.15751 0.143
C 1.43784 3.31512 2.57113 -0.010
N 1.23023 2.81080 3.92266 -0.152
C 1.57780 3.66191 5.06280 -0.004
C 0.74468 1.59999 4.09395 -0.281
O 0.44005 0.81647 3.16775 -0.212
H 1.95862 4.26653 2.62676 0.106
H 0.47347 3.47016 2.08092 0.091
H 2.03682 2.61248 1.99073 0.084
H 1.24538 4.67836 4.86503 0.103
H 2.65436 3.66317 5.22853 0.105
H 1.07269 3.30254 5.95581 0.099
H 0.60494 1.29533 5.13520 0.161
C 3.34759 -0.99108 3.08944 -0.094
S 2.61136 -1.23560 1.51723 0.453
O 3.48310 -2.02403 0.68742 -0.269
O 2.32885 0.12418 0.95821 -0.450
O 1.27239 -1.87463 1.72095 -0.460
H 4.31036 -0.51012 2.93106 0.093
H 3.47998 -1.95972 3.56510 0.089
H 2.67739 -0.36119 3.66763 0.057
```

Lowest unoccupied orbital energy (spin up / spin down) (eV): -9.979 / -10.486
HOMO level (spin up / spin down) (eV): -16.26 / -16.20
Frontier orbital gap (spin up / spin down) (eV): 6.28 / 5.71
Energy relative to the best compared isomer or geometry (same formula, charge and spin) (kcal/mol): 46.2
Total charge: +3

Number 1: electronic energy -46815.69486 eV. Number 2: electronic energy -152015.76719 eV. Number 3: electronic energy -7057.19911 eV. Number 4: electronic energy -8390.00448 eV. Number 5: electronic energy -28483.63768 eV. Number 6: electronic energy -66030.53575 eV.